Entry 1:
{
  "formula": "C33H57BrClN7O5RuSSi",
  "method": "ωB97M-V/def2-TZVPD",
  "gap_ev": [8.2, 5.8],
  "s_squared": 6.035,
  "total_charge": 2,
  "homo_energy_ev": [-13.1799, -13.3337],
  "e_above_lowest_kj_mol": 0.00,
  "multiplicity": 5,
  "lumo_energy_ev": [-4.998, -7.493],
  "e_tot_ha": -5867.5018,
  "symbols": ["Ru", "C", "C", "N", "N", "C", "S", "N", "N", "H", "H", "H", "H", "H", "H", "C", "C", "C", "C", "Si", "Br", "C", "C", "C", "C", "C", "C", "C", "C", "H", "H", "H", "H", "H", "H", "H", "H", "H", "H", "H", "H", "H", "H", "H", "H", "H", "H", "H", "H", "H", "H", "H", "H", "H", "H", "H", "C", "C", "C", "C", "O", "H", "H", "H", "H", "H", "H", "H", "H", "H", "C", "N", "C", "C", "C", "N", "C", "O", "N", "H", "H", "H", "H", "H", "H", "H", "C", "C", "C", "C", "Cl", "C", "C", "C", "O", "C", "C", "O", "O", "H", "H", "H", "H", "H", "H", "H", "H"],
  "coordinates": [[-0.284, 0.951, -0.135], [-5.466, -1.701, -0.334], [-4.358, -1.382, -1.263], [-4.275, -1.743, -2.502], [-3.117, -1.180, -2.949], [-2.475, -0.478, -2.021], [-1.090, 0.497, -2.284], [-3.254, -0.615, -0.921], [-2.915, -0.095, 0.321], [-6.228, -2.249, -0.882], [-5.906, -0.788, 0.068], [-5.125, -2.316, 0.498], [-2.842, -1.290, -3.912], [-3.103, -0.777, 1.047], [-3.392, 0.784, 0.492], [2.811, -2.986, 1.488], [1.808, -4.145, 1.592], [2.039, -5.018, 0.349], [2.143, -4.991, 2.834], [-0.001, -3.538, 1.701], [-0.137, -1.897, 0.030], [-1.322, -4.784, 1.100], [-1.251, -5.068, -0.410], [-1.158, -6.117, 1.855], [-2.733, -4.243, 1.363], [-0.450, -2.619, 3.321], [0.733, -1.798, 3.854], [-1.602, -1.617, 3.143], [-0.848, -3.644, 4.400], [3.824, -3.400, 1.500], [2.740, -2.271, 2.307], [2.683, -2.448, 0.548], [3.099, -5.281, 0.301], [1.788, -4.491, -0.574], [1.479, -5.950, 0.382], [3.151, -5.400, 2.722], [1.465, -5.836, 2.958], [2.131, -4.412, 3.756], [-0.288, -5.447, -0.738], [-1.484, -4.180, -1.000], [-2.000, -5.828, -0.651], [-0.230, -6.624, 1.594], [-1.979, -6.784, 1.577], [-1.187, -6.000, 2.938], [-2.872, -3.273, 0.875], [-2.962, -4.138, 2.423], [-3.463, -4.938, 0.938], [1.057, -1.056, 3.122], [1.585, -2.411, 4.139], [0.405, -1.256, 4.747], [-1.309, -0.794, 2.486], [-1.843, -1.186, 4.119], [-2.512, -2.078, 2.763], [-0.076, -4.394, 4.572], [-1.775, -4.163, 4.160], [-1.008, -3.119, 5.346], [-1.847, 4.205, -1.071], [-1.458, 3.703, 0.313], [-0.074, 4.183, 0.728], [-2.494, 4.110, 1.353], [-1.515, 2.260, 0.278], [-1.834, 5.297, -1.085], [-2.856, 3.875, -1.323], [-1.170, 3.818, -1.834], [-0.055, 5.274, 0.747], [0.687, 3.826, 0.033], [0.167, 3.820, 1.727], [-2.535, 5.196, 1.433], [-2.236, 3.700, 2.329], [-3.484, 3.752, 1.069], [2.570, 1.453, 3.787], [2.842, 0.958, 2.433], [4.101, 0.595, 2.050], [4.377, 0.174, 0.798], [3.288, 0.112, -0.124], [2.062, 0.408, 0.283], [1.835, 0.863, 1.518], [0.653, 1.197, 1.791], [3.446, -0.253, -1.393], [3.422, 2.037, 4.126], [2.395, 0.620, 4.465], [1.686, 2.081, 3.754], [4.862, 0.681, 2.813], [5.381, -0.095, 0.512], [4.350, -0.477, -1.768], [2.658, -0.161, -2.017], [2.522, 4.778, -6.730], [1.419, 5.362, -5.914], [0.393, 6.081, -6.460], [-0.624, 6.604, -5.645], [-1.878, 7.494, -6.349], [-0.625, 6.408, -4.244], [0.374, 5.688, -3.673], [1.408, 5.149, -4.490], [2.436, 4.495, -4.024], [2.404, 3.944, -2.706], [1.227, 2.949, -2.565], [0.366, 2.963, -3.439], [1.326, 2.228, -1.533], [2.390, 5.015, -7.782], [2.546, 3.694, -6.608], [3.489, 5.159, -6.399], [0.353, 6.256, -7.526], [-1.422, 6.833, -3.651], [0.382, 5.521, -2.606], [2.311, 4.728, -1.952], [3.359, 3.444, -2.576]],
  "forces_ev_per_a": [[0.209, 0.283, -0.078], [0.014, -0.003, -0.024], [0.008, -0.032, -0.007], [-0.044, 0.030, 0.007], [0.020, 0.014, 0.006], [0.031, 0.009, 0.033], [-0.055, -0.012, -0.071], [0.013, 0.015, -0.017], [-0.053, -0.077, 0.017], [0.003, -0.004, 0.002], [0.002, -0.001, 0.001], [0.030, -0.031, 0.045], [-0.002, -0.001, 0.003], [0.016, 0.019, -0.050], [0.008, -0.004, -0.003], [-0.004, 0.010, 0.041], [0.006, -0.013, 0.005], [-0.021, 0.020, -0.007], [-0.025, -0.013, -0.026], [-0.013, 0.008, -0.012], [0.024, -0.282, -0.007], [0.009, -0.012, 0.014], [-0.013, 0.022, 0.001], [0.011, 0.019, -0.023], [-0.023, 0.002, 0.020], [0.022, 0.016, 0.002], [-0.037, 0.006, -0.009], [-0.002, 0.030, -0.008], [-0.005, 0.008, -0.012], [0.001, 0.000, -0.001], [-0.002, -0.007, 0.002], [-0.004, 0.014, -0.023], [0.001, -0.005, 0.002], [-0.010, 0.001, -0.019], [-0.024, -0.025, -0.003], [0.003, 0.000, -0.002], [-0.003, -0.007, 0.003], [-0.003, 0.040, 0.051], [0.047, -0.020, -0.006], [0.005, -0.015, 0.007], [-0.004, -0.003, -0.001], [0.025, -0.006, -0.014], [-0.004, -0.004, -0.002], [-0.006, 0.007, 0.035], [-0.048, 0.004, -0.018], [-0.005, -0.001, -0.016], [-0.002, 0.009, -0.003], [0.002, -0.003, -0.006], [0.034, -0.037, 0.011], [0.000, -0.005, 0.009], [-0.011, -0.028, 0.023], [0.001, -0.001, 0.013], [0.003, -0.006, 0.002], [0.027, -0.018, 0.007], [0.003, -0.002, 0.003], [0.002, 0.003, 0.006], [0.020, -0.036, 0.005], [-0.018, 0.032, -0.010], [-0.014, 0.002, 0.003], [0.017, 0.017, -0.006], [-0.131, 0.018, 0.009], [-0.002, 0.016, -0.006], [-0.008, 0.009, 0.008], [-0.009, 0.010, 0.016], [-0.006, 0.003, 0.006], [0.009, -0.002, 0.004], [0.004, -0.003, -0.002], [-0.011, 0.005, 0.006], [0.007, -0.001, 0.001], [-0.014, 0.000, -0.009], [-0.013, 0.000, 0.015], [0.035, 0.022, -0.032], [0.003, -0.006, -0.011], [-0.004, 0.014, 0.007], [-0.013, -0.022, -0.012], [-0.109, -0.035, 0.010], [0.005, -0.036, -0.032], [0.039, 0.058, 0.092], [-0.012, 0.020, 0.004], [0.001, -0.007, 0.005], [-0.004, 0.002, 0.000], [0.007, 0.000, 0.002], [0.002, 0.002, -0.002], [0.004, -0.001, 0.003], [-0.002, -0.005, 0.000], [0.016, -0.024, -0.011], [0.001, 0.000, 0.003], [-0.006, 0.019, -0.001], [0.027, -0.019, -0.003], [-0.011, -0.007, 0.056], [-0.006, 0.007, -0.006], [0.011, 0.009, -0.028], [-0.018, 0.080, 0.025], [-0.009, 0.013, -0.026], [0.045, 0.037, -0.038], [-0.079, -0.009, 0.066], [0.238, -0.235, -0.123], [-0.121, -0.026, -0.005], [-0.034, 0.090, 0.177], [0.001, -0.001, -0.003], [0.007, -0.005, -0.007], [0.005, -0.001, -0.001], [0.001, 0.001, -0.005], [-0.006, -0.003, -0.001], [0.001, 0.036, -0.022], [0.023, 0.046, -0.010], [-0.026, 0.001, -0.017]]
}

***

Entry 2:
{
  "formula": "C33H58Cl30IN3O7PS2Si",
  "method": "ωB97M-V/def2-TZVPD",
  "gap_ev": 8.7,
  "total_charge": 1,
  "homo_energy_ev": -10.7910,
  "lumo_energy_ev": -2.121,
  "e_tot_ha": -17513.5490,
  "symbols": ["C", "C", "C", "O", "C", "C", "C", "C", "N", "C", "C", "I", "C", "C", "C", "Si", "C", "C", "C", "N", "N", "P", "O", "O", "C", "S", "C", "C", "O", "O", "C", "C", "C", "O", "C", "O", "C", "S", "H", "H", "H", "H", "H", "H", "H", "H", "H", "H", "H", "H", "H", "H", "H", "H", "H", "H", "H", "H", "H", "H", "H", "H", "H", "H", "H", "H", "H", "H", "H", "H", "H", "H", "H", "H", "H", "H", "H", "H", "H", "H", "H", "H", "H", "H", "H", "H", "C", "Cl", "Cl", "Cl", "H", "C", "Cl", "Cl", "Cl", "H", "C", "Cl", "Cl", "Cl", "H", "C", "Cl", "Cl", "Cl", "H", "C", "Cl", "Cl", "Cl", "H", "C", "Cl", "Cl", "Cl", "H", "C", "Cl", "Cl", "Cl", "H", "C", "Cl", "Cl", "Cl", "H", "C", "Cl", "Cl", "Cl", "H", "C", "Cl", "Cl", "Cl", "H"],
  "coordinates": [[4.109, -2.047, 2.732], [3.201, -2.843, 1.788], [1.833, -2.226, 1.586], [1.914, -1.258, 0.543], [0.945, -0.248, 0.506], [0.877, 0.665, 1.729], [2.161, 1.186, 2.367], [1.742, 2.297, 3.365], [2.743, 3.372, 3.398], [-0.488, -0.658, 0.097], [-1.349, -1.484, 1.041], [-2.869, -2.482, -0.157], [-1.850, -0.839, 2.338], [-3.095, -1.481, 2.944], [-1.126, 0.492, -0.778], [-2.468, 1.732, -0.141], [-1.952, 2.920, 1.218], [-4.052, 0.928, 0.469], [-3.061, 2.778, -1.607], [0.143, 1.089, -1.404], [0.043, 0.856, -2.843], [0.346, 2.980, -1.435], [1.105, 3.349, -0.058], [1.229, 3.367, -2.701], [1.329, 0.382, -0.885], [2.896, 1.205, -1.218], [3.665, -0.098, -2.230], [4.371, 0.366, -3.498], [4.724, -0.474, -4.313], [4.538, 1.703, -3.714], [5.952, 2.053, -3.571], [6.039, 3.546, -3.448], [7.359, 4.089, -3.970], [5.863, 3.855, -2.067], [5.555, 5.137, -1.802], [4.877, 5.856, -2.510], [6.148, 5.638, -0.521], [7.070, 4.335, 0.340], [4.861, -2.677, 3.185], [3.498, -1.652, 3.536], [4.565, -1.232, 2.188], [3.072, -3.837, 2.202], [3.680, -2.997, 0.828], [1.178, -3.036, 1.278], [1.504, -1.830, 2.544], [0.259, 1.518, 1.473], [0.412, 0.063, 2.496], [2.874, 1.635, 1.686], [2.622, 0.417, 2.969], [0.793, 2.725, 3.034], [1.593, 1.903, 4.361], [2.567, 3.982, 2.609], [2.523, 3.961, 4.194], [-0.261, -1.405, -0.669], [-0.743, -2.324, 1.337], [-1.939, 0.240, 2.294], [-1.083, -1.045, 3.081], [-3.997, -1.239, 2.401], [-3.202, -1.035, 3.926], [-2.943, -2.545, 3.061], [-1.664, -0.105, -1.501], [-2.883, 3.311, 1.623], [-1.406, 3.787, 0.874], [-1.469, 2.453, 2.069], [-3.999, 0.604, 1.498], [-4.448, 0.172, -0.195], [-4.761, 1.753, 0.449], [-3.045, 2.154, -2.502], [-4.104, 3.018, -1.448], [-2.456, 3.656, -1.763], [0.061, -0.142, -3.011], [-0.819, 1.275, -3.165], [1.693, 2.682, 0.334], [2.123, 2.977, -2.727], [1.453, -0.529, -1.459], [2.881, -0.751, -2.593], [4.300, -0.709, -1.604], [6.364, 1.557, -2.696], [6.462, 1.699, -4.458], [5.230, 3.939, -4.053], [7.238, 5.136, -4.212], [7.639, 3.553, -4.866], [8.124, 3.945, -3.216], [5.361, 6.027, 0.111], [6.794, 6.472, -0.770], [7.376, 4.990, 1.462], [-6.175, -2.499, -3.019], [-6.520, -1.082, -2.017], [-5.418, -3.767, -2.050], [-7.625, -3.108, -3.811], [-5.477, -2.195, -3.787], [-4.237, 0.638, 6.779], [-3.594, 1.225, 5.238], [-5.000, -0.937, 6.571], [-2.966, 0.565, 7.995], [-4.989, 1.338, 7.115], [10.173, 7.310, 1.110], [9.140, 6.983, 2.509], [11.835, 7.578, 1.624], [10.081, 6.003, -0.072], [9.816, 8.215, 0.639], [-4.947, -7.144, 0.983], [-3.643, -8.264, 1.357], [-4.279, -5.561, 0.559], [-5.956, -7.761, -0.324], [-5.565, -7.029, 1.862], [-11.071, -3.218, -1.594], [-12.012, -2.600, -2.953], [-9.586, -2.290, -1.395], [-12.033, -3.194, -0.115], [-10.804, -4.245, -1.806], [-0.342, -8.791, -0.896], [-0.494, -9.630, 0.647], [-1.119, -7.205, -0.834], [1.355, -8.632, -1.354], [-0.842, -9.383, -1.652], [-2.649, -13.283, 0.062], [-2.802, -14.128, 1.601], [-3.429, -11.701, 0.139], [-0.951, -13.123, -0.395], [-3.148, -13.869, -0.697], [9.227, -0.306, -3.962], [7.903, -1.348, -3.440], [8.859, 0.446, -5.515], [9.572, 0.920, -2.740], [10.110, -0.918, -4.086], [-2.798, 6.698, 1.395], [-2.205, 6.320, -0.222], [-4.231, 5.740, 1.768], [-1.538, 6.427, 2.601], [-3.071, 7.744, 1.421], [-14.152, -0.004, -0.624], [-15.065, 0.566, -2.021], [-12.679, 0.944, -0.409], [-15.143, 0.039, 0.834], [-13.864, -1.030, -0.806]],
  "forces_ev_per_a": [[-0.547, -0.153, -0.495], [0.419, -0.021, 0.491], [0.623, -0.845, -0.168], [-0.281, -0.100, 0.649], [-0.034, 1.564, -0.686], [1.156, -0.563, -0.366], [-0.888, 0.769, 0.750], [0.232, 0.499, -0.754], [-0.203, -0.037, 0.413], [0.042, -0.971, -0.869], [-0.146, 0.552, 0.353], [0.186, 0.318, -0.020], [-0.278, -0.709, 0.111], [0.386, 0.758, 0.293], [0.667, -0.291, 2.390], [-0.701, 1.133, 0.153], [-0.272, -0.343, 0.047], [0.436, 0.225, -0.273], [0.302, -1.046, 0.140], [-0.352, -0.762, -1.636], [1.106, 0.374, 0.016], [-2.360, 2.656, -0.209], [0.365, -1.191, -0.298], [0.569, -0.763, 0.738], [0.162, -0.835, 0.494], [0.376, -0.087, 0.198], [-0.292, 0.446, -0.314], [0.640, -1.388, -1.923], [-0.571, 1.551, 1.677], [0.027, -0.602, 1.095], [-0.248, -0.048, -0.316], [-0.040, -0.620, -0.865], [-0.355, -0.078, 0.351], [0.069, 0.462, -0.059], [-0.901, 1.061, -0.411], [0.785, -0.970, 0.406], [0.173, -0.214, 0.673], [-0.096, -0.609, -0.068], [0.325, -0.072, -0.054], [0.013, 0.208, 0.285], [0.260, 0.309, 0.125], [-0.239, -0.215, 0.100], [0.040, 0.023, -0.295], [-0.413, 0.027, -0.087], [-0.293, 0.359, -0.006], [-0.434, -0.098, 0.069], [-0.512, 0.264, 0.192], [0.323, -0.190, -0.267], [0.564, -0.326, -0.333], [-0.344, -0.169, 0.101], [0.047, -0.134, 0.222], [0.186, 0.020, -0.216], [0.260, 0.023, 0.138], [0.080, -0.183, -0.140], [0.047, -0.344, -0.050], [-0.130, 0.171, -0.250], [0.325, 0.153, 0.066], [-0.209, -0.319, -0.257], [-0.164, -0.203, 0.255], [-0.225, -0.305, -0.090], [-0.028, 0.368, -0.745], [-0.249, 0.024, -0.066], [0.378, 0.047, -0.036], [0.296, 0.011, 0.120], [-0.046, -0.341, 0.106], [-0.063, -0.348, 0.071], [-0.104, 0.247, 0.008], [0.034, 0.083, -0.303], [-0.181, 0.281, 0.098], [-0.002, 0.297, -0.111], [-0.289, -0.154, 0.106], [-0.174, -0.021, -0.058], [0.294, 0.325, 0.124], [0.094, 0.114, -0.220], [-0.312, -0.127, -0.145], [-0.141, -0.156, -0.024], [0.421, -0.011, -0.004], [0.098, -0.060, 0.169], [0.124, -0.064, -0.150], [-0.285, 0.301, 0.121], [0.194, 0.268, 0.046], [0.127, -0.043, -0.264], [0.297, 0.058, 0.077], [-0.260, 0.075, 0.036], [0.180, 0.160, -0.161], [-0.073, 0.315, -0.019], [-0.070, -0.083, -0.016], [0.032, 0.036, -0.030], [-0.107, -0.078, -0.094], [0.296, 0.004, -0.231], [0.025, -0.004, -0.014], [0.055, -0.134, 0.064], [-0.002, 0.209, 0.004], [-0.009, 0.025, -0.012], [-0.017, 0.022, -0.017], [-0.015, 0.028, -0.016], [0.156, -0.031, -0.005], [-0.034, 0.002, -0.035], [-0.015, 0.011, -0.010], [0.057, 0.141, 0.041], [-0.023, 0.017, -0.005], [0.061, -0.108, -0.140], [-0.104, -0.074, 0.100], [-0.037, -0.052, 0.158], [-0.009, 0.013, 0.020], [-0.010, 0.046, 0.014], [-0.024, 0.141, 0.007], [-0.007, -0.011, -0.009], [-0.248, 0.047, 0.287], [-0.014, -0.033, 0.043], [-0.003, -0.022, 0.001], [0.051, 0.037, 0.109], [0.071, 0.088, -0.005], [0.027, 0.014, -0.072], [-0.005, -0.025, -0.034], [-0.022, -0.010, -0.010], [0.059, 0.041, 0.092], [-0.014, -0.011, -0.018], [-0.049, -0.021, -0.045], [-0.032, -0.035, -0.046], [-0.009, -0.008, -0.022], [-0.080, 0.055, 0.034], [0.017, -0.007, -0.018], [0.026, -0.020, -0.015], [0.000, 0.012, 0.007], [0.024, -0.007, 0.000], [0.064, -0.159, 0.042], [0.030, 0.078, -0.074], [-0.108, 0.093, 0.020], [0.000, 0.034, -0.003], [-0.018, 0.019, -0.006], [-0.037, 0.041, -0.008], [0.015, -0.022, -0.006], [0.035, -0.034, -0.007], [0.018, -0.026, -0.002], [0.016, -0.014, -0.008]]
}